Record 1
Molecular formula: C3H3FOS
Method: DFT, ωB97M-V with the def2-TZVPD basis set

Element x y z (Å)
C -1.77 0.84 0.19
C -0.50 0.61 -0.16
C 1.97 -0.18 0.25
H -2.31 1.74 0.00
H 0.39 1.27 -0.40
H 2.95 -0.90 0.40
O 2.17 1.02 -0.06
F -2.47 -0.30 0.03
S 0.36 -0.95 -0.09

Values from the calculation:
Energy above the lowest of the compared OMol25 structures with the same formula, charge and spin: 171.8 kJ/mol
SMILES string: O=CS/C=C\F
Gap between HOMO and LUMO: 9.282 eV
Largest force on an atom: 4.2 eV/A

Record 2
Molecular formula: C10H20ClN2O
Method: DFT, ωB97M-V with the def2-TZVPD basis set

Element x y z (Å)
C -1.39 3.11 -0.33
C -2.68 3.27 -0.52
C 0.04 1.41 -0.28
C -0.57 0.22 0.63
C -3.34 4.00 -1.74
C -0.41 0.56 2.12
C 2.24 -1.23 1.09
C 1.07 -3.39 0.76
C 1.69 -2.07 -1.13
C -0.24 -1.34 0.35
N -2.00 0.11 0.11
N 1.20 -1.97 0.29
O -0.25 2.76 0.09
Cl -3.28 0.83 1.01
H -3.26 2.84 0.35
H 1.19 1.33 -0.30
H -0.33 1.29 -1.25
H -3.54 5.01 -1.44
H -4.25 3.48 -1.85
H -2.72 4.01 -2.61
H -1.23 1.07 2.59
H 0.41 1.29 2.14
H -0.17 -0.28 2.70
H 3.29 -1.53 1.03
H 2.23 -0.12 0.96
H 1.94 -1.29 2.16
H 0.36 -3.96 0.27
H 2.09 -3.82 0.71
H 0.82 -3.41 1.81
H 1.43 -1.01 -1.56
H 2.66 -2.59 -0.95
H 1.03 -2.79 -1.72
H -0.60 -1.63 -0.60
H -0.91 -1.82 0.96

Values from the calculation:
Energy above the lowest of the compared OMol25 structures with the same formula, charge and spin: 893.4 kJ/mol
Gap between HOMO and LUMO (spin up / spin down): 5.947 / 5.944 eV
Net charge: +1
Largest force on an atom: 5.1 eV/A